A structure of composition C38H46BeCl2F4KN4O17PS at a distorted geometry. Source: the OMol25 dataset; level of theory: ωB97M-V with the def2-TZVPD basis set.

The geometry in XYZ format:
```
115
Properties=species:S:1:pos:R:3:forces:R:3:mulliken_charge:R:1
C -3.030990 1.072353 -4.573147 -0.45 0.40 -0.95 -1.465
C -2.495841 0.455710 -3.693619 -1.22 0.01 1.76 -1.539
C -2.258633 -0.108919 -2.294794 1.87 2.53 -1.20 3.448
C -2.011162 1.095231 -1.300334 -0.85 0.10 0.74 -0.840
C -2.200403 2.521911 -1.842082 0.61 0.96 0.30 0.315
C -0.958735 3.118665 -2.596070 -0.45 -1.20 0.82 -1.523
F -2.311321 3.348324 -0.678497 -0.10 -0.37 -0.40 -0.302
C -0.773169 -0.673255 -2.531484 -2.16 -2.13 0.43 -0.519
O 0.185698 -0.039621 -2.846528 -0.10 0.00 -0.14 -0.564
N -0.946140 -2.044237 -2.322096 -0.51 0.84 -0.85 0.264
C -2.074052 -2.308048 -1.361158 2.71 -0.95 -0.77 0.567
C -1.300374 -1.978319 -0.000236 -0.36 -0.95 -0.12 -0.948
C 0.023392 -2.762700 0.150263 -0.01 -1.00 0.26 -0.030
C 1.282486 -2.347701 -0.342307 0.01 -0.80 0.40 0.238
C 2.433735 -3.148972 -0.119037 0.01 0.04 0.12 -0.919
C 2.404170 -4.352965 0.618269 -1.13 -0.24 0.05 0.874
C 3.622389 -5.241519 0.895069 0.51 0.74 0.29 -1.318
C 1.140234 -4.771936 1.117900 0.28 0.94 -0.53 -1.097
C -0.014535 -3.987433 0.881001 0.71 -0.22 0.04 -0.227
C -2.240059 -3.840989 -1.507876 -1.82 -1.48 2.37 -1.064
C -3.112843 -4.457874 -0.294990 -0.45 -2.55 -1.74 0.206
C -3.389644 -6.020639 -0.451329 -3.36 3.08 -0.35 -1.316
O -4.433470 -4.884083 -0.652765 1.85 1.36 0.62 -0.456
C -3.223015 -1.285390 -1.853515 1.77 -0.56 -0.95 -0.069
N -4.399019 -1.008985 -1.041966 0.74 0.96 -1.21 0.472
C -5.094101 0.197760 -1.206365 -2.14 0.23 1.09 0.346
O -5.968821 0.474779 -0.442949 0.16 0.11 -0.17 -0.587
F -4.902312 1.071044 -2.225168 1.02 -1.42 0.25 -0.130
C -4.447941 -1.343667 0.359269 0.30 0.26 2.76 0.111
O -3.925914 -0.664702 1.165594 -0.24 0.26 -0.52 -0.095
F -5.175105 -2.392673 0.830704 0.31 0.39 -2.11 -0.324
S -4.099576 -2.015995 -3.378245 -3.11 -1.26 -1.15 1.481
C -2.991750 -2.597668 -4.672632 0.94 0.03 -1.03 -1.009
O -5.030892 -1.074100 -4.003715 1.40 0.88 0.17 -0.726
O -4.911970 -3.133962 -2.933739 1.62 -0.24 0.49 -0.644
H -3.577765 1.573757 -5.371187 2.13 -0.90 1.18 0.545
H -2.671170 1.002985 -0.402589 0.35 0.00 -0.59 0.005
H -0.980605 1.034732 -0.888846 -0.65 -0.03 -0.34 0.957
H -3.143844 2.695093 -2.389911 0.56 -0.34 0.16 0.302
H -0.958467 4.228618 -2.499834 -0.61 -0.74 0.08 0.212
H -0.029713 2.763369 -2.093422 -0.50 0.23 -0.27 0.408
H -0.900124 2.771853 -3.651056 -0.20 0.28 0.53 0.293
H -0.804110 -2.703542 -3.074932 0.53 0.14 0.20 0.435
H -1.892125 -2.224108 0.907963 0.27 0.59 -0.60 1.051
H -1.043223 -0.912507 0.119258 -0.50 -0.42 -0.28 -0.562
H 1.378418 -1.403788 -0.900760 -0.02 -0.55 0.33 0.319
H 3.410857 -2.817880 -0.512185 -0.61 -0.05 0.20 0.327
H 4.474597 -4.627840 1.272590 -0.55 -0.29 -0.31 0.337
H 3.409746 -5.961167 1.714788 -0.01 0.28 -0.72 0.328
H 4.004514 -5.763376 -0.007303 -0.40 0.15 0.49 0.256
H 1.095799 -5.701239 1.713522 -0.17 0.60 -0.37 0.228
H -0.948194 -4.382886 1.314865 0.46 0.55 -0.30 0.254
H -2.725407 -4.228396 -2.419961 0.02 0.56 0.35 0.635
H -1.284392 -4.400784 -1.420871 -0.22 1.05 -0.03 0.589
H -2.926368 -4.077933 0.742237 -0.44 -0.31 -1.10 0.600
H -3.497885 -6.438438 -1.463979 1.36 -0.37 0.66 0.271
H -4.049904 -6.460022 0.315498 1.78 -0.77 0.17 0.474
H -2.326818 -3.434454 -4.398120 -0.57 0.39 0.31 0.270
H -3.649965 -2.970388 -5.488446 0.03 0.34 0.80 0.525
H -2.358519 -1.809605 -5.136898 -0.55 -0.14 0.54 0.244
O -1.523716 0.879366 -7.209599 -0.98 0.17 -0.03 -1.050
H -1.210340 0.752560 -6.310396 0.12 0.01 0.09 0.188
C -1.103474 3.759551 3.400918 -0.14 -0.05 -0.03 -0.148
C 0.208940 3.929255 3.820969 -0.10 0.02 -0.02 -0.591
C 1.130066 2.911270 3.649906 0.40 -0.19 0.02 -0.423
C 0.725880 1.723958 3.050525 -0.65 0.61 0.06 -0.719
C -0.588530 1.533439 2.631110 0.14 -0.14 -0.34 0.177
C -1.505288 2.567557 2.811725 0.25 0.01 0.11 -0.327
N 1.712432 0.652130 2.844877 0.09 -0.09 0.00 1.042
O 2.855488 0.839648 3.241944 -0.45 -0.08 0.06 -0.714
O 1.341751 -0.356587 2.288807 0.08 0.05 -0.09 -0.557
H -1.819544 4.564016 3.533570 0.03 -0.01 0.00 0.232
H 0.515758 4.860851 4.281540 0.07 -0.06 0.00 0.386
H 2.149293 3.059754 3.983722 -0.14 -0.19 -0.04 0.845
H -0.909896 0.594090 2.166636 -0.06 -0.25 0.31 0.618
H -2.535962 2.445733 2.492080 0.28 -0.19 0.02 0.224
Be 0.326900 4.584549 -3.780871 0.90 0.74 -0.81 -0.065
C -5.195666 4.620516 0.464096 0.17 -0.22 -0.08 0.026
Cl -4.320541 4.230719 1.942092 -0.17 0.09 -0.11 -0.139
Cl -6.349002 5.943985 0.715987 -0.09 0.06 -0.10 -0.214
H -4.480220 4.918404 -0.296005 0.01 0.07 0.12 0.131
H -5.739603 3.739260 0.136912 -0.05 0.04 0.12 0.153
F -1.756730 -1.050633 2.123269 0.09 0.46 1.27 -0.919
K -5.338111 2.026759 -6.348403 -0.18 -0.24 -0.43 0.966
C 5.239777 2.383958 2.263267 0.06 -0.04 0.05 -0.938
C 5.867121 3.448663 2.900815 -0.03 -0.06 -0.16 -0.785
C 6.555710 4.395365 2.156846 0.01 0.17 0.13 -0.080
C 6.606014 4.267177 0.775155 -0.21 -0.26 0.25 -0.083
C 5.990233 3.204507 0.129268 -0.07 -0.14 -0.26 -0.299
C 5.305526 2.260680 0.879801 0.06 0.15 0.13 -0.510
N 7.311324 5.278077 -0.018080 -0.01 -0.05 0.04 1.020
O 7.857450 6.189958 0.575064 -0.03 0.00 -0.12 -0.624
O 7.309996 5.154500 -1.231603 0.06 0.06 0.05 -0.643
H 4.697833 1.649110 2.844993 0.19 0.15 -0.08 0.619
H 5.815881 3.540642 3.977356 0.12 -0.03 -0.04 1.006
H 7.040370 5.219946 2.661745 0.09 -0.04 -0.12 0.417
H 6.033742 3.102750 -0.946628 0.09 0.16 0.04 0.465
H 4.818066 1.428212 0.387038 0.03 0.03 0.00 0.501
O 8.989408 3.375955 4.591800 0.20 -0.43 0.02 -0.476
P 8.091335 2.841296 5.704193 -0.05 0.17 0.28 0.924
O 7.482242 1.516906 5.255449 -0.10 0.28 -0.36 -0.439
O 6.969174 3.835675 5.996453 -0.11 -0.30 0.22 -0.428
O 8.933098 2.649102 6.963083 0.10 0.38 -0.11 -0.565
C 3.743731 5.574440 5.519087 0.13 -0.01 -0.33 -0.757
O 3.557430 4.455426 4.663128 -0.14 0.25 0.14 -0.496
H 3.516642 5.271372 6.539003 0.03 -0.08 -0.06 0.274
H 4.780703 5.915319 5.467318 -0.01 0.05 0.18 0.277
H 3.071266 6.387637 5.224986 0.02 0.10 0.14 0.316
H 3.764908 4.745248 3.767855 0.09 -0.16 0.02 0.250
C -3.189461 -8.906697 -4.051140 0.35 0.07 0.02 -0.565
O -2.448435 -8.006100 -3.238154 -0.10 -0.01 -0.02 -0.430
H -4.246470 -8.789297 -3.821263 0.06 0.06 0.05 0.218
H -3.024088 -8.681398 -5.108301 -0.14 -0.13 -0.05 0.261
H -2.887645 -9.936713 -3.841641 -0.14 -0.07 -0.11 0.268
H -1.518414 -8.123345 -3.454154 -0.02 0.09 0.10 0.271
```
Positions in Å, forces in eV/Å.

Calculated values
Highest occupied orbital energy in eV: -3.49
Gap between HOMO and LUMO in eV: 4.20
Total charge: -2
ΔE to the lowest compared entry with this formula, charge and spin in eV: 2.1789